(1)
The following is a quantum chemistry calculation of a 2-piece molecular cluster, C7H13F3O3SSi overall at a distorted geometry, from the Open Molecules 2025 dataset.

Properties
- Energy relative to the best compared isomer or geometry (same formula, charge and spin): 17.5 kJ/mol
- Kohn-Sham gap (spin up / spin down): 9.443 / 5.329 eV
- Total energy: -1487.421278 a.u.
- HOMO energy (spin up / spin down): -9.7 / -6.9 eV
- Net charge: 0

Geometry as XYZ:
```
28
Properties=species:S:1:pos:R:3:forces:R:3
C 1.470 1.869 0.738 -0.825 -0.599 -2.742
C -0.429 -2.457 -1.072 0.018 1.325 0.802
C 1.455 -1.738 0.189 -0.023 0.810 -1.061
C -0.894 -0.905 0.842 -1.469 0.933 1.396
C 1.409 -0.120 -2.886 3.155 3.463 0.398
C 0.065 -1.238 -0.227 0.954 -1.683 -1.812
C -2.317 2.717 1.419 -0.555 -0.742 -2.686
O 1.245 1.438 -0.551 1.749 1.610 2.342
O 0.896 1.549 1.706 -1.438 -1.599 1.841
O -1.880 1.994 3.843 -0.008 -0.413 0.927
F -1.586 2.595 0.240 -0.007 0.528 1.471
F -3.255 3.649 1.123 0.816 -0.055 0.909
F -2.967 1.554 1.518 0.253 0.436 0.612
Si 0.450 0.257 -1.341 -2.204 -1.134 -1.029
S -1.233 2.967 2.955 -0.764 0.439 -1.079
H 2.158 2.631 0.851 2.054 1.702 -0.842
H -1.483 -2.391 -1.260 -0.506 0.079 -0.594
H 0.188 -2.469 -1.959 -0.218 -0.671 -0.392
H -0.292 -3.320 -0.431 0.195 -0.492 -0.171
H 1.397 -2.634 0.789 0.051 0.389 1.514
H 2.046 -0.833 0.448 0.408 -1.396 0.625
H 1.836 -2.263 -0.694 0.688 0.821 -0.288
H -0.699 -1.445 1.803 -0.150 0.257 -0.732
H -0.759 0.196 1.066 -0.866 -1.361 0.122
H -1.953 -1.178 0.488 1.415 0.845 0.733
H 1.101 -0.940 -3.430 -1.046 -1.543 -1.392
H 1.542 0.855 -3.548 -0.665 -2.083 1.178
H 2.492 -0.341 -2.619 -1.012 0.133 -0.048
```
Forces are in eV/Å.

Mulliken population analysis, charges in e, atoms 1 to 5:
1 C -0.06
2 C -1.71
3 C -1.64
4 C -1.17
5 C -1.11

(2)
The following is a quantum chemistry calculation of a 10-piece molecular cluster, C66H75ClF3NO5PS2 overall at a distorted geometry, from the Open Molecules 2025 dataset.

Properties
- Energy relative to the best compared isomer or geometry (same formula, charge and spin): 407.7 kJ/mol
- Kohn-Sham gap: 6.972 eV
- Total energy: -4888.269432 a.u.
- HOMO energy: -5.2 eV
- Net charge: -1

Geometry as XYZ:
```
154
Properties=species:S:1:pos:R:3:forces:R:3
C -2.885 -4.056 -0.271 -0.620 1.384 -0.816
C -2.987 -3.013 -1.200 -0.644 -2.198 1.561
P -1.687 -2.529 -2.545 -2.165 -0.061 -1.915
O -2.885 -1.670 -3.454 -0.593 0.508 -0.475
C -2.061 -4.050 -3.651 0.464 -1.631 -0.835
C -3.467 -4.751 -3.579 -0.337 -1.380 -2.048
C -4.657 -4.031 -4.410 -0.169 -1.115 0.827
C -5.667 -3.210 -3.505 0.151 1.863 -1.124
S -6.811 -4.219 -2.476 -2.197 -4.845 0.038
O -6.245 -5.500 -1.961 -0.074 3.466 -0.913
O -8.137 -4.510 -3.103 2.744 1.986 0.718
Cl -7.228 -3.026 -0.786 0.457 -0.248 -0.850
C -0.384 -1.902 -3.853 0.025 1.643 -1.483
O 0.864 -2.677 -3.888 2.653 2.150 0.016
C 1.980 -1.869 -3.809 0.464 -1.469 -0.168
F 2.060 -1.139 -2.599 -0.443 -0.987 -2.618
F 2.103 -1.005 -4.927 -0.233 -1.053 2.435
F 3.157 -2.648 -3.829 -2.448 1.387 0.005
C -1.383 -0.978 -1.461 -1.139 2.256 0.177
C -2.274 0.321 -1.846 2.547 1.369 1.790
C -1.582 1.507 -0.953 -0.810 -0.971 0.085
O -3.626 0.263 -1.357 0.184 0.249 -1.233
N -0.378 -3.514 -1.806 3.409 1.591 5.103
C 0.210 -3.111 -0.799 -1.617 -1.166 -0.445
S 0.746 -2.648 0.724 -0.507 -0.756 -2.650
H -2.477 -5.094 -0.510 0.393 1.852 0.521
H -3.271 -3.892 0.789 -0.241 -0.655 -1.650
H -3.907 -2.341 -1.123 1.896 -0.116 0.558
H -2.916 -1.915 -4.393 0.247 -0.054 0.673
H -1.280 -4.868 -3.439 -1.135 1.135 -0.242
H -1.887 -3.816 -4.768 -0.290 -0.165 1.453
H -3.325 -5.712 -4.210 -0.096 1.259 0.939
H -3.815 -5.174 -2.591 0.404 1.082 -0.971
H -4.237 -3.389 -5.261 -0.675 -0.578 1.451
H -5.275 -4.840 -4.942 0.824 1.077 0.782
H -5.187 -2.431 -2.828 -0.318 -1.287 -0.703
H -6.335 -2.607 -4.220 0.467 -0.982 1.284
H -0.112 -0.796 -3.706 -0.488 -1.550 0.025
H -0.792 -1.926 -4.929 0.507 -0.204 1.521
H -0.326 -0.542 -1.558 -1.292 -1.079 0.409
H -1.678 -1.125 -0.360 0.841 -0.029 -1.539
H -2.133 0.682 -2.905 -0.683 -0.907 0.828
H -2.311 2.377 -0.947 1.112 -0.697 -0.029
H -1.528 1.082 0.110 0.109 0.830 -1.412
H -0.550 1.784 -1.333 -1.254 -0.185 0.480
H -4.085 1.034 -1.754 0.354 -0.782 0.412
C 4.447 0.840 -2.423 0.007 0.025 0.060
C 5.009 1.575 -1.384 0.077 0.041 -0.101
C 6.046 2.466 -1.643 -0.025 -0.028 -0.055
C 6.516 2.628 -2.942 -0.037 -0.031 0.041
C 5.952 1.895 -3.982 -0.024 -0.025 0.068
C 4.921 0.998 -3.722 0.057 0.065 0.039
H 3.642 0.144 -2.221 0.210 0.162 -0.015
H 4.638 1.454 -0.372 0.029 -0.006 -0.066
H 6.488 3.035 -0.831 -0.045 -0.017 -0.036
H 7.322 3.326 -3.145 -0.045 -0.034 -0.005
H 6.317 2.023 -4.996 -0.020 0.001 0.059
H 4.485 0.422 -4.531 -0.003 0.026 0.068
C 3.488 4.564 1.854 0.054 0.045 -0.020
C 4.050 5.300 2.892 0.044 0.003 -0.062
C 5.087 6.190 2.634 -0.035 -0.038 -0.046
C 5.556 6.352 1.335 -0.034 -0.044 0.014
C 4.993 5.619 0.295 -0.017 -0.010 0.075
C 3.962 4.722 0.555 0.002 0.042 0.047
H 2.682 3.867 2.056 0.053 0.044 -0.023
H 3.679 5.178 3.905 0.028 -0.001 -0.069
H 5.529 6.759 3.445 -0.019 -0.008 -0.060
H 6.362 7.050 1.133 -0.043 -0.030 0.033
H 5.358 5.746 -0.718 -0.032 -0.033 0.063
H 3.526 4.146 -0.254 0.041 0.031 0.043
C -11.637 0.664 -3.370 0.146 -0.010 0.037
C -11.213 1.362 -2.244 -0.012 -0.053 -0.022
C -10.296 0.785 -1.371 -0.024 -0.070 -0.081
C -9.795 -0.487 -1.630 -0.069 0.103 0.025
C -10.216 -1.184 -2.758 -0.003 -0.037 -0.022
C -11.140 -0.611 -3.626 0.073 0.110 0.069
H -12.354 1.112 -4.048 0.085 -0.034 0.016
H -11.598 2.357 -2.046 0.022 -0.062 -0.010
H -9.970 1.327 -0.490 -0.009 -0.030 -0.060
H -9.077 -0.935 -0.953 -0.077 0.040 -0.093
H -9.824 -2.176 -2.960 -0.006 0.049 0.040
H -11.473 -1.157 -4.502 0.015 0.028 0.051
C 0.313 -2.902 5.872 0.098 0.067 -0.028
C 0.909 -2.187 6.906 0.019 -0.009 -0.014
C 1.962 -1.320 6.635 -0.032 -0.042 -0.088
C 2.413 -1.159 5.328 -0.062 -0.061 0.040
C 1.814 -1.871 4.294 -0.004 -0.020 0.038
C 0.766 -2.746 4.566 0.013 0.006 0.053
H -0.506 -3.580 6.083 0.051 0.046 -0.021
H 0.553 -2.307 7.924 0.034 0.017 -0.051
H 2.431 -0.768 7.442 -0.043 -0.015 -0.044
H 3.231 -0.479 5.117 -0.050 -0.043 0.003
H 2.165 -1.744 3.275 -0.039 -0.020 0.061
H 0.303 -3.304 3.760 0.029 0.064 0.016
C -17.122 -0.860 -4.337 0.062 0.006 0.030
C -16.646 -2.082 -3.872 0.038 0.048 -0.006
C -15.404 -2.153 -3.249 -0.057 0.104 -0.029
C -14.642 -1.001 -3.082 -0.078 -0.029 0.017
C -15.120 0.221 -3.544 -0.091 -0.089 -0.023
C -16.358 0.291 -4.175 0.025 -0.086 0.038
H -18.089 -0.805 -4.826 0.062 -0.005 0.029
H -17.242 -2.979 -3.996 0.044 0.060 -0.003
H -15.030 -3.107 -2.893 -0.018 0.067 -0.011
H -13.676 -1.056 -2.593 -0.076 0.018 -0.044
H -14.527 1.119 -3.413 -0.059 -0.075 0.016
H -16.728 1.243 -4.540 0.016 -0.053 0.027
C 8.399 10.683 3.330 0.008 -0.082 0.014
C 9.011 10.057 2.249 -0.010 -0.028 0.052
C 9.214 8.681 2.265 -0.052 0.031 0.066
C 8.796 7.929 3.358 -0.003 0.056 -0.015
C 8.180 8.554 4.437 0.017 0.035 -0.043
C 7.985 9.931 4.426 0.031 -0.030 -0.081
H 8.243 11.756 3.319 0.007 -0.072 -0.002
H 9.331 10.643 1.394 -0.019 -0.042 0.062
H 9.697 8.195 1.425 -0.042 0.026 0.048
H 8.949 6.855 3.368 -0.023 0.068 -0.003
H 7.852 7.967 5.289 0.030 0.040 -0.059
H 7.510 10.419 5.270 0.019 -0.033 -0.056
C 2.093 -6.318 0.635 0.015 -0.041 -0.003
C 2.535 -5.634 1.762 0.059 -0.045 0.125
C 3.463 -6.224 2.614 -0.015 -0.103 -0.110
C 3.956 -7.495 2.334 -0.046 0.040 -0.034
C 3.516 -8.177 1.204 -0.022 0.041 0.017
C 2.581 -7.590 0.357 0.045 0.062 0.099
H 1.367 -5.858 -0.028 0.048 0.020 0.064
H 2.156 -4.641 1.976 0.022 -0.130 -0.080
H 3.803 -5.693 3.497 -0.023 -0.015 -0.054
H 4.683 -7.953 2.996 -0.040 0.018 -0.040
H 3.901 -9.167 0.985 -0.027 0.059 0.017
H 2.234 -8.125 -0.520 0.022 0.040 0.043
C 9.768 2.263 -4.741 0.031 0.007 -0.042
C 10.329 2.999 -3.702 0.042 0.017 -0.045
C 11.366 3.889 -3.961 -0.040 -0.033 -0.085
C 11.836 4.051 -5.260 -0.058 -0.051 0.028
C 11.272 3.318 -6.299 -0.014 -0.007 0.054
C 10.241 2.421 -6.039 0.040 0.066 0.079
H 8.961 1.567 -4.538 0.050 0.055 0.010
H 9.958 2.878 -2.690 0.019 -0.015 -0.073
H 11.808 4.458 -3.150 -0.034 -0.029 -0.050
H 12.641 4.748 -5.463 -0.050 -0.046 0.010
H 11.638 3.445 -7.313 -0.022 -0.012 0.072
H 9.806 1.846 -6.849 0.020 0.036 0.052
C 1.863 0.463 11.555 0.005 -0.076 0.014
C 2.441 -0.169 10.459 -0.009 -0.042 0.062
C 2.611 -1.549 10.460 -0.031 0.020 0.051
C 2.193 -2.300 11.555 -0.005 0.087 -0.003
C 1.612 -1.668 12.650 0.026 0.033 -0.043
C 1.451 -0.287 12.652 0.035 -0.033 -0.081
H 1.733 1.539 11.554 0.005 -0.072 -0.006
H 2.760 0.416 9.602 -0.020 -0.033 0.067
H 3.067 -2.041 9.608 -0.050 0.025 0.039
H 2.322 -3.377 11.554 -0.008 0.072 -0.005
H 1.285 -2.254 13.502 0.025 0.042 -0.060
H 1.002 0.206 13.507 0.017 -0.031 -0.055
```
Forces are in eV/Å.

Mulliken population analysis, charges in e, atoms 1 to 5:
1 C -1.21
2 C -0.30
3 P 3.33
4 O -0.80
5 C -1.24

(3)
The following is a quantum chemistry calculation of H12O6Ti as an isolated structure, from the Open Molecules 2025 dataset.

Properties
- Energy relative to the best compared isomer or geometry (same formula, charge and spin): 12.5 kJ/mol
- Kohn-Sham gap (spin up / spin down): 4.817 / 12.205 eV
- Total energy: -1307.851189 a.u.
- HOMO energy (spin up / spin down): -7.7 / -15.5 eV
- Net charge: +1
- Spin multiplicity: 4

Geometry as XYZ:
```
19
Properties=species:S:1:pos:R:3:forces:R:3
Ti -0.267 -0.074 -0.286 0.162 0.441 0.313
O -1.463 -1.570 1.195 0.033 0.023 0.082
H -2.347 -1.959 1.260 0.101 0.052 -0.162
H -1.311 -1.144 2.049 -0.095 -0.027 -0.092
O 1.693 -0.815 1.138 -0.182 -0.248 -0.332
H 1.443 -1.327 1.919 0.032 0.036 -0.092
H 2.296 -1.388 0.641 0.105 0.198 0.122
O 1.539 1.328 -1.376 -0.342 -0.031 0.206
H 1.732 2.152 -0.905 -0.071 -0.089 -0.027
H 1.568 1.548 -2.314 0.018 -0.106 0.063
O -2.100 1.293 -1.002 0.286 0.056 -0.103
H -2.915 1.578 -0.573 0.080 -0.108 0.058
H -1.802 2.049 -1.523 -0.111 -0.067 0.007
O -0.083 -1.965 -1.666 0.110 -0.123 0.298
H 0.471 -2.632 -1.238 -0.089 -0.017 -0.144
H -0.700 -2.466 -2.215 -0.042 0.182 0.048
O 0.554 1.838 1.294 0.253 -0.281 -0.176
H 0.349 2.256 2.139 -0.116 0.013 -0.121
H 1.343 1.298 1.464 -0.132 0.096 0.051
```
Forces are in eV/Å.

Mulliken population analysis, charges in e, atoms 1 to 5:
1 Ti 0.39
2 O -0.48
3 H 0.27
4 H 0.31
5 O -0.53

(4)
The following is a quantum chemistry calculation of H32O20S as an isolated structure at a distorted geometry, from the Open Molecules 2025 dataset.

Properties
- Energy relative to the best compared isomer or geometry (same formula, charge and spin): 759.7 kJ/mol
- Kohn-Sham gap: 9.459 eV
- Total energy: -1922.143918 a.u.
- HOMO energy: -4.5 eV
- Net charge: -2

Geometry as XYZ:
```
53
Properties=species:S:1:pos:R:3:forces:R:3
S 0.357 0.261 0.033 -0.248 -0.893 -0.508
O 1.381 -0.809 -0.038 -2.385 0.882 -0.160
O -0.745 -0.153 0.936 0.090 -0.103 -0.171
O 0.898 1.497 0.499 2.035 1.025 0.500
O -0.220 0.540 -1.290 0.931 1.941 3.871
O -0.755 -0.818 -2.872 -1.237 -1.089 -5.372
H -0.387 -0.205 -2.258 0.027 -0.658 0.095
H -1.079 -1.556 -2.417 -0.406 -2.112 1.150
O -2.947 0.755 -3.680 -11.764 -4.365 -4.538
H -2.773 -0.166 -3.528 -0.152 -1.382 -0.295
H -2.209 1.008 -3.440 11.556 4.962 3.308
O -0.861 -3.301 -1.402 -5.802 -0.853 0.809
H -1.478 -2.917 -0.590 1.147 -1.563 -3.074
H -0.125 -2.889 -1.110 4.398 1.310 0.569
O 2.542 -0.844 -2.353 2.032 -0.492 -3.054
H 2.413 -0.106 -2.972 -0.133 -0.196 0.497
H 2.044 -0.672 -1.599 -1.165 0.461 1.816
O 1.926 -0.703 3.461 5.317 1.960 0.451
H 2.419 -1.086 2.707 0.445 0.565 0.198
H 1.125 -1.061 3.367 -5.361 -2.028 -0.278
O 1.499 -3.384 -0.388 1.661 -5.238 -0.487
H 2.414 -3.637 -0.663 -1.330 1.404 0.460
H 1.330 -2.508 -0.218 0.739 3.408 0.512
O 1.092 3.733 -1.127 -3.049 8.527 -5.650
H 1.106 3.090 -0.571 -0.020 -6.671 5.922
H 0.127 4.140 -1.080 3.123 -1.562 -0.116
O -2.295 -2.082 0.178 1.070 2.646 2.151
H -3.139 -1.701 0.071 -2.104 -0.050 -0.503
H -1.824 -1.193 0.485 -0.073 -2.206 -0.731
O -2.344 1.915 -1.677 -3.808 1.139 0.019
H -1.514 1.556 -1.433 0.922 -1.326 0.264
H -3.067 1.271 -2.027 2.511 1.421 0.937
O 3.498 1.781 1.573 -1.217 -0.418 1.943
H 3.388 1.446 2.510 0.662 0.571 -1.063
H 2.549 1.619 1.343 0.577 0.463 -0.644
O 1.274 1.694 -2.973 1.180 -1.227 -3.946
H 1.494 2.411 -2.448 0.139 2.038 1.850
H 0.693 1.097 -2.550 -0.600 -0.131 0.889
O -0.196 2.895 2.198 -1.677 5.116 -1.274
H 0.275 2.538 1.485 0.844 -0.779 -1.459
H -0.139 2.291 2.842 0.237 -3.544 3.816
O 3.483 -0.836 1.206 1.314 1.588 0.093
H 2.612 -0.819 0.725 1.326 0.153 0.395
H 3.826 0.147 1.177 -1.045 -2.589 -0.046
O -2.844 1.280 1.431 -1.596 2.200 4.021
H -2.053 0.861 1.260 4.090 -1.019 0.764
H -3.134 1.049 0.622 -3.078 -0.338 -4.737
O -3.018 -0.710 3.361 1.185 2.147 -3.027
H -3.223 0.202 2.797 0.907 -3.278 1.788
H -2.157 -1.072 2.892 -2.455 0.910 1.736
O -0.455 -1.802 2.797 -0.421 0.707 2.324
H -0.536 -1.336 1.972 0.463 -0.029 -1.227
H -0.246 -2.710 2.774 0.197 -1.406 -0.786
```
Forces are in eV/Å.

Mulliken population analysis, charges in e, atoms 1 to 5:
1 S -0.68
2 O -0.21
3 O -0.20
4 O 0.13
5 O -0.11